Record 1
Here is a gas-phase ion, C2H4NO2 (charge +1) in a non-equilibrium geometry from OMol25. Energies are from ωB97M-V/def2-TZVPD.

XYZ file:
```
9
Properties=species:S:1:pos:R:3:forces:R:3:nbo_charge:R:1
C 0.5564 -1.3411 0.1990 -1.76 2.42 -3.15 0.248
C -0.2464 -0.0791 -0.0951 0.61 0.75 -2.50 -0.709
N 1.2198 -1.3151 1.3878 6.74 2.05 6.63 0.495
O 2.1379 -0.9417 2.2162 -5.66 -2.38 -5.01 -0.061
O 0.1103 -1.9305 1.4823 -0.10 -0.88 1.66 -0.114
H 0.8326 -2.0660 -0.5482 0.27 -0.19 -0.13 0.280
H -1.2225 -0.2898 0.1716 -2.34 -1.16 0.68 0.281
H -0.4428 0.2738 -1.1996 1.37 -0.82 2.06 0.307
H -0.0711 0.7388 0.5967 0.85 0.22 -0.23 0.274
```
Forces are in eV/Å.

Properties
energy relative to the best compared isomer or geometry (same formula, charge and spin): 6.427 eV
HOMO level: -18.77 eV
net charge: +1
total energy: -283.319971 hartree
molecular weight: 74.06 g mol⁻¹
SMILES: C[C@@H]1O[N+]1=O

Record 2
Here is a molecular structure, C28H37FNPtSi2 in a non-equilibrium geometry from OMol25. Energies are from ωB97M-V/def2-TZVPD.

XYZ file:
```
70
Properties=species:S:1:pos:R:3:forces:R:3:nbo_charge:R:1
Pt -0.0124 0.9063 0.8468 0.05 0.33 0.59 -0.027
C 2.9719 2.5800 0.3596 0.27 -0.14 0.42 -1.149
Si 1.4409 2.0173 -0.5588 -1.50 0.08 -0.12 1.394
C 2.0819 1.3452 -2.1924 0.10 -0.45 -0.12 -1.138
C 0.4616 3.5628 -1.0623 0.72 0.41 -0.12 -0.490
C 1.0660 4.7484 -1.5040 -0.13 0.12 -0.07 -0.144
C 0.3051 5.8595 -1.8627 0.05 -0.23 0.06 -0.256
C -1.0835 5.7889 -1.7868 0.00 -0.21 0.04 -0.232
C -1.6870 4.6056 -1.3655 0.12 0.11 -0.10 -0.208
C -0.9256 3.4856 -1.0031 -0.75 0.28 -0.04 -0.422
Si -1.6620 1.8008 -0.5039 1.41 0.25 -0.56 1.275
C -3.3289 2.1617 0.2801 -0.20 -0.21 0.52 -1.130
C -2.1163 1.0543 -2.1852 -0.21 -0.26 -0.09 -1.118
H 3.3882 3.4666 -0.1327 0.00 -0.09 0.05 0.225
H 3.7366 1.7928 0.3553 -0.06 0.13 0.03 0.226
H 2.7518 2.8325 1.4038 0.04 0.01 -0.15 0.243
H 2.6571 2.1281 -2.7028 -0.05 -0.08 0.04 0.220
H 1.2465 1.0495 -2.8361 0.13 0.05 0.04 0.232
H 2.7330 0.4708 -2.0533 -0.10 0.13 -0.06 0.222
H 2.1523 4.8125 -1.5722 -0.13 0.01 0.02 0.180
H 0.7908 6.7696 -2.2004 -0.02 -0.02 0.03 0.194
H -1.6895 6.6464 -2.0637 0.02 -0.04 0.03 0.195
H -2.7740 4.5570 -1.3238 0.09 0.02 0.01 0.192
H -3.9643 2.6745 -0.4502 0.03 -0.02 0.05 0.220
H -3.2352 2.7907 1.1735 -0.02 -0.07 -0.13 0.235
H -3.8367 1.2328 0.5734 0.03 0.15 -0.04 0.226
H -2.5823 1.8267 -2.8129 0.04 -0.12 0.07 0.217
H -2.8217 0.2147 -2.0982 0.15 0.12 -0.02 0.216
H -1.2192 0.6913 -2.6938 -0.07 0.03 -0.01 0.228
C -2.3032 0.6181 5.5812 0.02 -0.03 -0.03 -0.599
C -2.1031 0.0284 4.1789 -0.05 -0.20 0.22 -0.248
C -3.4218 -0.5512 3.6451 0.07 0.04 0.00 -0.596
C -1.0059 -1.0289 4.1466 0.10 0.05 -0.08 -0.025
C -1.2036 -2.2197 4.8376 0.00 0.05 -0.02 -0.218
C -0.2718 -3.2417 4.7754 0.03 0.04 -0.01 -0.244
C 0.8307 -3.0877 3.9501 -0.03 -0.04 0.01 -0.212
C 1.0813 -1.9129 3.2388 -0.04 -0.13 0.02 -0.038
C 2.2993 -1.9421 2.3159 -0.14 0.46 0.02 -0.225
C 3.2973 -0.7967 2.5352 -0.05 -0.03 -0.04 -0.607
C 1.8755 -2.0309 0.8438 0.24 -0.25 0.08 -0.601
C 0.1869 -0.8288 3.4021 0.02 0.04 0.12 0.165
N 0.4430 0.4730 2.8909 -0.01 0.12 -0.02 -0.832
C 0.7884 1.4033 3.8742 0.08 -0.48 -0.05 0.203
C 1.4082 1.0078 5.0854 -0.11 0.07 -0.09 -0.286
C 1.7536 1.9001 6.0898 0.01 -0.07 -0.02 -0.225
C 1.5060 3.2570 5.9457 -0.01 -0.01 -0.04 -0.270
C 0.9144 3.6917 4.7672 0.06 -0.04 0.07 -0.264
C 0.5807 2.7930 3.7746 0.02 -0.11 0.17 0.319
F -0.0189 3.3136 2.6907 -0.16 0.00 -0.37 -0.325
H -3.1202 1.3478 5.5744 0.07 -0.05 0.01 0.198
H -1.3974 1.1187 5.9349 -0.06 -0.06 -0.04 0.224
H -2.5603 -0.1707 6.2982 0.01 0.08 -0.05 0.188
H -1.8084 0.8318 3.5129 0.10 0.14 -0.11 0.229
H -3.8089 -1.3325 4.3078 0.01 0.05 -0.06 0.190
H -3.2825 -0.9869 2.6509 -0.01 0.04 0.09 0.214
H -4.1784 0.2370 3.5714 0.05 -0.07 0.01 0.202
H -2.0974 -2.3446 5.4441 0.06 0.02 -0.07 0.197
H -0.4032 -4.1477 5.3573 -0.02 0.01 -0.08 0.198
H 1.5435 -3.9028 3.8669 -0.02 0.02 -0.03 0.194
H 2.8173 -2.8738 2.5510 0.07 -0.06 0.06 0.186
H 2.8666 0.1605 2.2401 0.00 -0.04 0.02 0.230
H 4.1966 -0.9677 1.9322 -0.06 0.00 0.07 0.194
H 3.5935 -0.7226 3.5856 -0.01 -0.02 -0.07 0.204
H 1.3260 -1.1453 0.5361 -0.15 0.19 -0.08 0.223
H 1.2333 -2.9007 0.6752 0.05 0.06 0.01 0.203
H 2.7570 -2.1168 0.1949 -0.09 -0.02 0.10 0.195
H 1.6034 -0.0476 5.2234 0.01 -0.01 0.04 0.218
H 2.2264 1.5286 6.9940 -0.05 -0.01 -0.07 0.200
H 1.7609 3.9619 6.7266 0.01 -0.01 -0.02 0.201
H 0.6875 4.7380 4.6004 0.00 -0.03 -0.03 0.216
```
Forces are in eV/Å.

Properties
HOMO level: -4.20 eV
net charge: -1
total energy: -1942.225537 hartree
molecular weight: 657.86 g mol⁻¹

Record 3
Here is 2 unconnected molecules or ions with the total composition C3H5NO from OMol25. Energies are from ωB97M-V/def2-TZVPD.

XYZ file:
```
10
Properties=species:S:1:pos:R:3:forces:R:3:nbo_charge:R:1
C 1.7268 -0.9244 -0.9334 0.06 -0.08 0.25 0.285
O 1.7555 -1.1606 0.2489 0.04 0.11 -0.67 -0.504
C -1.5957 0.5336 0.1946 -0.20 -0.11 -0.32 -0.343
C -0.4799 0.6830 1.1067 -0.29 0.21 0.32 0.051
N -1.5281 1.1913 1.5643 0.47 -0.14 -0.05 -0.303
H 1.0111 -0.2176 -1.3936 -0.07 0.01 0.25 0.112
H 2.4213 -1.3967 -1.6502 0.06 -0.10 0.14 0.112
H 0.5522 0.4980 1.3828 -0.22 0.07 -0.05 0.231
H -2.1414 -0.4077 0.1384 0.08 0.14 0.00 0.181
H -1.7218 1.2010 -0.6586 0.06 -0.11 0.15 0.177
```
Forces are in eV/Å.

Properties
energy relative to the best compared isomer or geometry (same formula, charge and spin): 3.211 eV
HOMO level: -10.12 eV
total energy: -247.189225 hartree
molecular weight: 71.08 g mol⁻¹
SMILES: C1=NC1.C=O

Record 4
Here is 2 unconnected molecules or ions with the total composition C2H2INO3 in a non-equilibrium geometry from OMol25. Energies are from ωB97M-V/def2-TZVPD.

XYZ file:
```
9
Properties=species:S:1:pos:R:3:forces:R:3:nbo_charge:R:1
C -1.4067 -0.0826 0.9378 -0.15 -0.43 2.55 0.154
C -0.7541 0.7263 0.0201 2.19 2.00 -1.92 0.656
N 1.2734 -0.5268 -1.1754 3.70 1.86 -2.03 -0.194
O -0.1559 1.5582 -0.5645 -1.58 -1.37 1.30 -0.421
O 0.2676 -0.9760 -0.7076 -2.60 -0.97 0.75 -0.328
O -2.5573 -0.5039 0.8086 1.18 0.08 0.23 -0.494
I 2.9038 -0.0583 0.2382 -0.38 -0.03 -0.38 0.076
H -0.6417 -0.2562 1.8825 -1.80 0.12 -2.02 0.182
H 1.2784 0.2800 -1.9109 -0.56 -1.25 1.53 0.368
```
Forces are in eV/Å.

Properties
energy relative to the best compared isomer or geometry (same formula, charge and spin): 6.133 eV
HOMO level (spin up / spin down): -8.40 / -9.06 eV
total energy: -655.378070 hartree
molecular weight: 214.95 g mol⁻¹

Which value of molecular weight does entry 2 give?
657.86 g mol⁻¹

Among the records above, which one has the highest molecular weight?
C28H37FNPtSi2